No. 1
Formula: C5H10O2
Source: the OMol25 dataset
Level of theory: the ωB97M-V functional and the def2-TZVPD basis

XYZ file:
```
17
Properties=species:S:1:pos:R:3:forces:R:3
C -1.418436 -0.344441 -0.784518 0.0 0.0 -0.1
C -0.407744 0.311676 0.128228 -0.1 0.0 0.1
C 0.915912 -2.268260 2.297461 0.0 0.3 -0.3
O 0.701685 -2.487016 1.027718 0.0 0.0 0.2
C 1.073696 0.326204 -0.236434 0.2 -0.1 0.0
C 0.273053 1.583128 -0.288630 0.1 0.0 0.3
O 0.047452 2.095686 -1.565190 -0.2 0.1 -0.1
H -2.413347 0.090662 -0.639549 0.1 0.0 0.0
H -1.502715 -1.418376 -0.585902 0.0 0.1 0.0
H -1.141303 -0.210173 -1.833400 0.0 0.0 0.1
H -0.631449 0.242040 1.191778 0.0 0.0 -0.1
H 0.977961 -1.141749 2.415595 0.0 -0.3 0.0
H 0.640854 -1.677657 0.473946 0.0 0.0 0.1
H 1.826018 0.229167 0.542764 -0.1 0.0 -0.1
H 1.352243 -0.086859 -1.202847 -0.1 0.1 0.1
H 0.467746 2.329224 0.482802 -0.1 -0.1 -0.1
H -0.827987 2.503378 -1.570629 0.1 0.0 -0.1
```
Forces are in eV/Å.

Summary:
Energy above the lowest of the compared OMol25 structures with the same formula, charge and spin ... 5.1405 eV
HOMO-LUMO gap ... 9.336 eV
Multiplicity ... 1

Atom charges from the natural (NBO) analysis, given in e for atoms 1 to 4: C -0.62; C -0.27; C 0.12; O -0.65

=====

No. 2
Formula: C19H29CaN5O3Te
Source: the OMol25 dataset
Level of theory: the ωB97M-V functional and the def2-TZVPD basis

XYZ file:
```
58
Properties=species:S:1:pos:R:3:forces:R:3
Ca 0.691198 0.742315 1.108896 -0.5 0.1 -0.2
N 3.536148 0.247096 3.493332 0.0 -0.1 0.1
C 2.410185 -0.545070 3.483875 0.0 0.0 0.0
O 1.337741 -0.024252 3.046278 0.2 0.0 0.1
C 2.499740 -1.880551 3.896243 0.2 0.1 -0.1
C 1.372663 -2.723476 3.780122 -0.1 -0.1 0.0
N 0.446009 -3.400867 3.662556 0.0 0.0 0.0
C 3.737123 -2.362314 4.386737 0.0 0.0 0.1
N 4.780906 -2.649214 4.788437 0.0 0.0 -0.1
H 3.350924 1.231058 3.585527 0.0 0.1 0.0
H 4.344090 -0.089106 3.995848 0.0 0.0 0.0
N -2.186909 3.064794 3.321747 0.0 0.0 -0.1
C -1.656842 2.478553 2.223654 0.0 -0.1 0.0
N -2.474584 1.812408 1.391947 -0.2 0.0 -0.1
O -0.431664 2.544458 2.000013 0.0 0.0 0.0
H -3.130650 2.888849 3.612923 0.0 0.0 0.0
H -1.533669 3.422834 3.994410 0.0 0.0 0.0
H -3.469133 1.777130 1.519775 0.0 0.0 0.1
H -2.094712 1.446914 0.524780 0.1 0.0 0.0
C 4.785712 0.468270 -0.704744 0.1 -0.1 0.1
Te 2.814082 1.120866 -1.141221 0.2 0.2 -0.2
C 2.297857 -0.546245 -2.343844 0.0 -0.1 0.0
H 5.347284 0.392698 -1.631398 0.0 0.0 0.0
H 4.751197 -0.489884 -0.193679 0.0 0.0 0.0
H 5.256163 1.203625 -0.056546 0.0 0.0 0.0
H 2.578857 -1.453930 -1.817452 0.0 0.0 0.0
H 2.815188 -0.469600 -3.295196 0.0 0.0 0.0
H 1.219436 -0.517881 -2.484262 0.0 0.0 0.0
C -2.125704 2.902674 -1.978610 0.0 0.1 0.1
C -1.690776 1.844005 -2.989141 0.0 -0.1 0.0
C -0.231197 2.073840 -3.380182 0.1 0.0 0.0
C -1.974999 0.415481 -2.560162 -0.1 -0.1 0.0
C -2.847974 -0.336874 -3.340297 0.0 0.1 0.0
C -3.143168 -1.656910 -3.051370 0.0 -0.1 0.0
C -2.551828 -2.242684 -1.945160 0.1 0.0 0.1
C -1.677568 -1.539303 -1.122362 -0.1 0.0 -0.1
C -1.119426 -2.262066 0.093408 0.0 0.0 -0.1
C -1.634807 -1.727742 1.430040 0.0 0.1 0.2
C 0.397145 -2.463469 0.110711 0.2 0.1 0.1
C -1.383796 -0.191380 -1.428597 0.2 0.0 0.0
O -0.542828 0.490079 -0.654349 0.0 0.3 0.4
H -2.035979 3.901196 -2.412834 0.0 0.0 0.0
H -1.488003 2.878088 -1.095121 0.0 0.0 0.0
H -3.164125 2.765913 -1.669890 0.0 0.0 0.0
H -2.294801 1.995695 -3.889047 0.0 0.0 0.0
H 0.396499 2.157670 -2.491362 0.0 0.0 0.0
H -0.121275 3.003560 -3.943553 0.0 0.0 0.0
H 0.157626 1.262922 -3.998727 0.0 0.0 0.0
H -3.297232 0.136247 -4.207209 0.0 0.0 0.0
H -3.819317 -2.221059 -3.680301 0.0 0.0 0.0
H -2.769372 -3.276734 -1.700043 0.0 0.0 0.0
H -1.530911 -3.273052 0.020388 0.0 0.0 0.0
H -1.165539 -0.797822 1.767135 0.0 0.0 -0.1
H -1.436313 -2.440860 2.230702 0.0 0.0 0.0
H -2.706562 -1.528186 1.384770 0.0 0.0 0.0
H 0.979465 -1.536559 0.210766 -0.1 0.0 -0.1
H 0.747881 -2.927037 -0.812388 -0.1 0.0 0.0
H 0.680545 -3.095109 0.954027 0.0 0.0 0.0
```
Forces are in eV/Å.

Summary:
Energy above the lowest of the compared OMol25 structures with the same formula, charge and spin ... 0.9043 eV
HOMO-LUMO gap ... 7.511 eV
Multiplicity ... 1

Atom charges from the natural (NBO) analysis, given in e for atoms 1 to 4: Ca 1.76; N -0.83; C 0.66; O -0.88

=====

No. 3
Formula: C11H14N2O4S2Se2Ti
Source: the OMol25 dataset
Level of theory: the ωB97M-V functional and the def2-TZVPD basis

XYZ file:
```
36
Properties=species:S:1:pos:R:3:forces:R:3
Ti 0.716693 -0.178183 -1.159890 0.1 0.4 -0.1
O -1.248382 -4.201982 1.938974 0.0 0.0 0.0
C -1.994510 -3.301059 1.119796 0.0 0.0 0.0
C -1.985872 -1.859581 1.635944 0.1 0.0 0.0
C -2.831455 -1.835707 2.916648 0.0 0.0 0.0
O -2.885791 -0.568981 3.574892 0.0 0.0 0.0
C -2.621100 -0.924050 0.601013 0.0 0.0 0.0
Se -1.802960 -0.892682 -1.183062 0.1 0.1 -0.2
C -0.563464 -1.412926 2.012402 0.0 0.0 0.1
Se 0.939774 -1.910130 0.840693 -0.1 -0.1 0.0
H -0.321186 -4.006659 1.720899 0.0 0.0 0.0
H -3.024663 -3.674939 1.097492 0.0 0.0 0.0
H -1.606221 -3.303470 0.100904 0.0 0.0 0.0
H -2.443461 -2.599070 3.602035 0.0 0.0 0.0
H -3.868266 -2.088675 2.672613 0.0 0.0 0.0
H -2.026539 -0.148170 3.458264 0.0 0.0 0.0
H -2.640717 0.092176 0.996619 0.0 0.0 0.0
H -3.657974 -1.231105 0.432056 0.0 0.0 0.0
H -0.303152 -1.839216 2.984489 0.0 0.0 0.0
H -0.525108 -0.326285 2.111540 0.0 0.0 0.0
S 3.080153 0.372583 -0.162267 0.1 0.0 0.0
C 2.991079 1.583146 -1.377140 0.0 0.0 0.0
C 4.011091 2.446220 -1.820275 -0.1 0.0 0.0
C 3.733157 3.338029 -2.828579 0.0 0.0 0.0
C 2.461681 3.375517 -3.406530 0.0 0.0 0.0
C 1.512935 2.497427 -2.925651 0.0 0.0 0.0
N 1.774136 1.646510 -1.940053 -0.1 -0.2 -0.1
H 4.988928 2.384425 -1.362782 0.0 0.0 0.0
H 4.506764 4.014583 -3.177796 0.0 0.0 0.0
H 2.210868 4.074145 -4.192352 0.0 0.0 0.0
H 0.507072 2.463070 -3.325106 0.0 0.0 0.0
O 0.354472 -0.429571 -2.970595 0.0 -0.2 0.1
O 1.633084 -0.953251 -2.538733 -0.1 0.0 0.1
S -0.270395 1.766247 0.432273 -0.2 0.1 0.0
C 0.384590 3.282587 0.144389 0.2 -0.1 0.1
N 0.814737 4.349028 -0.023125 -0.1 0.0 0.0
```
Forces are in eV/Å.

Summary:
Total charge ... -2
Energy above the lowest of the compared OMol25 structures with the same formula, charge and spin ... 0.0357 eV
HOMO-LUMO gap ... 6.135 eV
Multiplicity ... 1

Atom charges from the natural (NBO) analysis, given in e for atoms 1 to 4: Ti 1.14; O -0.77; C -0.07; C -0.16

=====

No. 4
Formula: C4H15NO3
Source: the OMol25 dataset
Level of theory: the ωB97M-V functional and the def2-TZVPD basis

XYZ file:
```
23
Properties=species:S:1:pos:R:3:forces:R:3
C -2.925701 -0.955003 0.856108 0.5 0.0 -0.5
C -2.405084 0.331708 0.419314 -0.5 0.2 -0.7
C -1.057601 0.637080 0.641758 1.2 -1.2 1.1
N -0.428372 1.743893 0.530896 -0.9 1.2 -0.4
C 0.577546 0.078942 -2.286823 -0.6 0.1 0.2
H -3.775101 -0.894263 1.531584 -0.2 0.1 0.0
H -2.118814 -1.549071 1.272575 -0.1 -0.2 0.2
H -3.279122 -1.423527 -0.073645 -0.2 -0.2 0.1
H -3.007614 0.972822 -0.232733 0.0 0.0 0.4
H -0.450551 -0.184388 1.054584 0.1 -0.1 -0.2
H -1.049951 2.506998 0.233390 0.1 0.0 -0.1
H 1.454926 -0.119096 -2.885027 0.1 0.3 -0.2
H 0.369649 1.133215 -2.114394 0.2 0.2 -0.5
H -0.304178 -0.403142 -2.724054 0.1 0.0 0.1
H 2.423907 0.694209 0.433613 0.2 0.6 0.4
H 3.868030 -0.908209 -0.561811 -0.9 0.1 0.2
O 2.904500 -0.740676 -0.579787 0.3 0.3 0.0
H 1.374642 1.677091 1.088451 -0.2 0.1 -0.2
H 0.795905 -0.300881 -1.307097 0.0 -0.6 0.3
O 2.290948 1.414924 1.124111 0.7 -0.7 -0.3
H 1.715080 -0.959933 1.892212 0.4 0.5 0.7
H 1.751277 -1.221549 0.412413 0.3 -0.8 0.7
O 1.275680 -1.531147 1.274372 -0.6 0.2 -1.3
```
Forces are in eV/Å.

Summary:
Energy above the lowest of the compared OMol25 structures with the same formula, charge and spin ... 6.6546 eV
HOMO-LUMO gap ... 3.000 eV
Multiplicity ... 1

Atom charges from the natural (NBO) analysis, given in e for atoms 1 to 4: C -0.72; C 0.20; C -0.07; N -0.38

=====

Number 1: HOMO -0.319 Eh. Number 2: HOMO -0.281 Eh. Number 3: HOMO -0.043 Eh. Number 4: HOMO -0.283 Eh.